# 1
C6H10BrF | the ωB97M-V functional and the def2-TZVPD basis

```
18
Properties=species:S:1:pos:R:3:lowdin_charge:R:1
C -0.2187 0.2920 -1.8334 0.039
C -0.2819 -0.1041 -0.5686 -0.252
C 0.9119 0.5726 0.5183 -0.570
C 1.2926 2.0022 0.0479 -0.156
Br 2.4333 -0.6856 0.1802 0.623
C -1.3579 -0.7949 0.2391 -0.418
C -0.8595 -2.0639 0.9800 -0.019
F -1.9051 0.1808 0.9818 0.018
H 0.3953 1.0760 -2.1036 0.022
H -0.9642 0.0981 -2.6116 0.079
H 0.7387 0.2892 1.5240 0.038
H 0.4208 2.6715 -0.0493 0.083
H 1.7429 1.8933 -0.9736 0.065
H 1.9691 2.4599 0.8289 0.089
H -2.1729 -1.0744 -0.5204 0.159
H -1.7369 -2.6977 0.9945 0.078
H -0.5081 -1.7855 1.9235 0.051
H 0.1007 -2.3297 0.4423 0.070
```

total charge = 0
SMILES = C=C([C@H](C)Br)[C@@H](C)F
energy relative to the best compared isomer or geometry (same formula, charge and spin) = 78.6 kJ/mol
electronic energy = -79142.1209 eV
multiplicity = 1
gap between HOMO and LUMO = 10.374 eV
E_HOMO = -9.49 eV

=====

# 2
C54H110N2O27S11 | the ωB97M-V functional and the def2-TZVPD basis

```
204
Properties=species:S:1:pos:R:3:mulliken_spin:R:1
C 3.9385 5.8838 0.3252 0.000
C 3.1201 4.6743 0.0968 0.000
O 2.4823 4.0992 0.9561 0.000
N 3.0130 4.2625 -1.1650 -0.001
C 2.4301 3.0377 -1.6760 0.003
H 5.0123 5.7041 0.3781 0.000
H 3.5944 6.3818 1.2317 0.000
H 3.8156 6.5477 -0.5306 0.000
H 3.6812 4.6674 -1.8051 0.000
H 2.7683 2.1103 -1.2138 0.000
H 2.4817 2.9373 -2.7601 -0.007
H 1.3472 3.1513 -1.6257 0.001
C 3.4889 2.8054 -7.2135 0.012
C 2.6206 2.5806 -6.0142 -0.125
O 2.3631 3.4881 -5.2378 0.416
N 2.0083 1.3876 -5.8855 0.611
C 0.7969 1.1963 -5.0406 0.032
H 4.4860 3.2229 -7.0735 -0.006
H 2.9741 3.5041 -7.8729 -0.010
H 3.5976 1.9134 -7.8305 0.001
H 2.2216 0.6510 -6.5428 -0.033
H 0.6761 1.9429 -4.2557 -0.001
H 0.8196 0.2520 -4.4966 0.038
H -0.1323 1.1749 -5.6100 0.061
C -2.8982 -2.7301 1.5730 0.000
C -3.3773 -4.1448 1.3827 0.000
O -3.2865 -4.6216 0.0788 0.000
C -3.6799 -5.9089 -0.2047 0.000
O -4.0741 -6.7580 0.5870 0.000
O -3.5891 -6.0537 -1.5640 0.000
C -4.3810 -6.9560 -2.3071 0.000
H -1.8817 -2.6070 1.1994 0.000
H -2.9386 -2.4350 2.6215 0.000
H -3.4583 -2.0147 0.9708 0.000
H -4.4028 -4.2262 1.7428 0.000
H -2.7458 -4.7393 2.0430 0.000
H -5.1098 -7.3292 -1.5876 0.000
H -3.8292 -7.6777 -2.9094 0.000
H -4.9119 -6.3194 -3.0149 0.000
C 5.7972 2.9207 1.4624 0.000
C 7.0770 2.1461 1.9901 0.000
C 6.5852 0.9137 2.7788 0.000
S 5.0950 0.3673 1.8420 0.000
O 3.9363 0.2887 2.7141 0.000
O 5.4715 -0.8246 1.0987 0.000
C 5.0156 1.8566 0.6807 0.001
H 6.0787 3.7901 0.8683 0.000
H 5.2846 3.2846 2.3529 0.000
H 7.6586 2.7659 2.6725 0.000
H 7.7627 1.9662 1.1621 0.000
H 6.3663 1.0711 3.8349 0.000
H 7.2408 0.0722 2.5552 0.000
H 3.9579 2.0960 0.5708 -0.001
H 5.5576 1.5436 -0.2116 0.000
C -7.2810 0.8645 2.2071 0.000
C -5.9455 0.2837 2.7313 0.000
C -4.7818 1.0055 1.9754 0.000
S -5.3514 1.6808 0.3718 0.000
O -4.7985 1.0409 -0.8374 0.000
O -5.2697 3.1305 0.5213 0.000
C -7.1252 1.0977 0.7018 0.000
H -7.2955 1.8296 2.7137 0.000
H -8.1300 0.2524 2.5115 0.000
H -5.8582 -0.7728 2.4775 0.000
H -5.9073 0.3542 3.8184 0.000
H -3.9572 0.3376 1.7263 0.000
H -4.3214 1.8069 2.5532 0.000
H -7.1973 0.1332 0.1992 0.000
H -7.8652 1.7244 0.2042 0.000
C -0.3582 -3.1584 5.4472 0.000
C -1.0456 -3.1074 6.7947 0.000
C -1.4375 -1.6181 7.0284 0.000
S -1.1852 -0.5802 5.5180 0.000
O -0.6990 0.7539 5.9305 0.000
O -2.3539 -0.7843 4.6231 0.000
C 0.1762 -1.7349 5.0530 0.000
H -1.0801 -3.4041 4.6684 0.000
H 0.4052 -3.9363 5.4334 0.000
H -0.4258 -3.3924 7.6448 0.000
H -1.9568 -3.7024 6.8558 0.000
H -0.7210 -1.1801 7.7234 0.000
H -2.4403 -1.3581 7.3673 0.000
H 1.0524 -1.5318 5.6688 0.000
H 0.4608 -1.5314 4.0207 0.000
C 1.3746 -4.8757 0.4739 0.000
C 0.8215 -6.1882 -0.1810 0.000
C -0.2171 -6.8478 0.7592 0.000
S 0.5023 -6.5208 2.4365 0.000
O 1.2293 -7.6837 2.9097 0.000
O -0.5440 -5.8849 3.2728 0.000
C 1.7578 -5.2426 1.9455 0.000
H 0.5429 -4.1712 0.4627 0.000
H 2.1568 -4.3673 -0.0897 0.000
H 1.5461 -6.9959 -0.2850 0.000
H 0.2587 -6.0981 -1.1101 0.000
H -0.5048 -7.8876 0.6041 0.000
H -1.2033 -6.4007 0.8844 0.000
H 2.6762 -5.8247 2.0209 0.000
H 1.7915 -4.4811 2.7247 0.000
C 4.4089 -1.4516 -2.2350 0.000
C 4.8558 -0.6146 -3.4907 0.001
C 4.4380 -1.4767 -4.7169 0.000
S 4.9679 -3.2296 -4.3297 0.000
O 6.3888 -3.3590 -4.4769 0.001
O 4.0985 -4.1835 -5.0068 0.000
C 4.5983 -2.9873 -2.5396 0.001
H 3.4133 -1.0819 -1.9896 0.000
H 5.0316 -1.1253 -1.4020 0.000
H 5.9229 -0.3927 -3.4760 0.000
H 4.2643 0.3007 -3.4690 -0.003
H 4.7710 -1.2215 -5.7230 0.002
H 3.3485 -1.5033 -4.6957 0.001
H 5.2502 -3.6256 -1.9431 0.000
H 3.6180 -3.4538 -2.4423 0.000
C 2.5639 1.2265 6.5567 0.000
C 2.1440 2.0829 5.3283 -0.001
C 3.3754 2.7486 4.8842 0.000
S 4.5830 2.9311 6.3630 0.000
O 4.7897 4.3106 6.8854 0.000
O 5.8072 2.0751 6.1672 0.000
C 3.4943 2.0042 7.4665 0.000
H 3.0491 0.3583 6.1107 0.000
H 1.7194 0.8468 7.1318 0.000
H 1.4184 2.8136 5.6854 0.000
H 1.5581 1.4428 4.6687 0.001
H 3.1913 3.7294 4.4457 0.000
H 3.9539 2.2441 4.1103 0.000
H 2.9295 2.6612 8.1278 0.000
H 4.1027 1.4383 8.1719 0.000
C -0.4561 5.7869 4.1854 0.000
C -0.0371 5.0287 2.9579 0.000
C -0.2042 6.0326 1.8154 0.000
S -1.8127 6.8831 2.1442 0.000
O -2.9425 6.2073 1.5137 0.000
O -1.7082 8.3237 1.9839 0.000
C -1.8343 6.4544 3.9329 0.000
H 0.2823 6.5822 4.2872 0.000
H -0.4037 5.3295 5.1733 0.000
H -0.7308 4.2202 2.7271 0.000
H 0.9528 4.6469 3.2079 0.000
H -0.0395 5.6030 0.8272 0.000
H 0.5211 6.8353 1.9487 0.000
H -2.6342 5.7587 4.1866 0.000
H -2.0737 7.3776 4.4607 0.000
C -0.5046 -4.7952 -5.6744 0.000
C -1.4184 -5.1509 -4.5244 0.000
C -1.0635 -4.1265 -3.3491 0.000
S 0.7476 -3.8232 -3.5093 0.002
O 1.5039 -4.7145 -2.5860 0.000
O 1.0611 -2.3742 -3.5856 -0.008
C 0.8840 -4.6629 -5.1397 0.000
H -0.7321 -3.8859 -6.2308 0.000
H -0.5533 -5.5798 -6.4295 0.000
H -1.1032 -6.1392 -4.1897 0.000
H -2.4812 -5.1695 -4.7657 0.000
H -1.1463 -4.3372 -2.2829 0.000
H -1.6188 -3.2456 -3.6711 -0.001
H 1.3015 -5.6648 -5.0389 0.000
H 1.6712 -4.1268 -5.6699 0.000
C 0.0343 0.3788 1.7949 0.001
C -0.9229 1.2612 1.0781 0.000
C -1.2728 0.4453 -0.1793 0.000
S 0.2073 -0.5171 -0.7065 0.003
O 0.8455 0.0457 -1.9046 0.009
O -0.2042 -1.9162 -0.7786 0.000
C 1.1422 -0.0691 0.8356 0.000
H -0.5149 -0.5305 2.0387 0.000
H 0.4463 0.7054 2.7498 0.000
H -0.3951 2.1529 0.7398 0.000
H -1.8333 1.5964 1.5751 0.000
H -1.5472 0.9724 -1.0931 0.000
H -2.1058 -0.2498 -0.0743 0.000
H 1.6801 0.8512 0.6083 0.000
H 1.8582 -0.8051 1.2014 0.000
C -4.2389 -1.3528 -3.0455 0.000
C -4.5763 -2.8160 -3.5323 0.000
C -4.6663 -2.7906 -5.0751 0.000
S -3.4784 -1.4479 -5.6627 0.000
O -4.1725 -0.4351 -6.4695 0.000
O -2.1989 -1.9381 -6.1280 0.000
C -3.1374 -0.8010 -3.9594 0.000
H -3.8450 -1.2625 -2.0332 0.000
H -5.1346 -0.7322 -3.0185 0.000
H -5.3835 -3.2539 -2.9451 0.000
H -3.7285 -3.4385 -3.2464 0.000
H -5.5942 -2.2922 -5.3555 0.000
H -4.7265 -3.7213 -5.6393 0.000
H -3.0512 0.2820 -4.0480 0.001
H -2.1892 -1.2304 -3.6358 -0.001
C -3.9171 5.4746 -1.7189 0.000
C -3.7934 5.8094 -3.2354 0.000
C -2.4596 5.2700 -3.8291 0.000
S -2.3661 3.6412 -2.9838 -0.004
O -0.9655 3.2308 -2.9318 0.003
O -3.3299 2.7014 -3.5298 0.000
C -2.8670 4.3405 -1.3334 0.000
H -4.9340 5.0960 -1.6159 0.000
H -3.8351 6.3815 -1.1198 0.000
H -3.9831 6.8628 -3.4418 0.000
H -4.6193 5.3964 -3.8146 0.000
H -1.6605 5.9455 -3.5237 0.000
H -2.4787 5.2262 -4.9181 0.000
H -1.9443 4.8185 -1.0043 0.000
H -3.0467 3.5876 -0.5660 0.000
```

total charge = +1
electronic energy = -235217.1999 eV
multiplicity = 2
gap between HOMO and LUMO (alpha / beta) = 8.336 / 2.876 eV
E_HOMO (alpha / beta) = -11.29 / -11.29 eV